No. 1
ORCA calculation (ωB97M-V with the def2-TZVPD basis set) on a structure of composition C21H23BrF4N3O5PdS in a non-equilibrium geometry.

## Properties
ΔE to the lowest compared entry with this formula, charge and spin, kJ/mol: 119.2
⟨S²⟩: 6.0944
Charge: +1
HOMO level (spin up / spin down), eV: -10.479 / -11.621
Spin multiplicity: 5

Each line ends with the natural charge from an NBO analysis.
Atoms and positions in Å:
1 Pd -0.44 -0.59 -0.58  0.695
2 C -1.30 0.51 3.01  -0.419
3 N -0.06 -0.09 2.43  -0.401
4 C 0.26 -1.36 3.14  -0.424
5 C 2.34 0.33 1.60  -0.431
6 C 2.25 -0.79 0.55  -0.257
7 N 1.62 -0.40 -0.72  -0.386
8 C 2.30 -0.22 -1.87  0.017
9 C 1.57 0.35 -2.97  0.367
10 F 0.31 0.68 -2.81  -0.278
11 C 2.14 0.58 -4.19  0.332
12 F 1.38 1.10 -5.16  -0.281
13 C 3.46 0.26 -4.44  -0.252
14 C 4.20 -0.30 -3.42  0.317
15 F 5.47 -0.64 -3.63  -0.281
16 C 3.66 -0.55 -2.18  0.373
17 F 4.47 -1.15 -1.31  -0.295
18 H -1.06 0.94 3.98  0.228
19 H -2.04 -0.27 3.12  0.227
20 H -1.67 1.27 2.33  0.264
21 H 0.00 -1.26 4.19  0.235
22 H 1.32 -1.59 3.06  0.221
23 H -0.32 -2.16 2.69  0.236
24 H 3.06 -0.02 2.33  0.236
25 H 2.80 1.19 1.11  0.256
26 H 1.71 -1.66 0.92  0.205
27 H 3.27 -1.10 0.42  0.234
28 H 3.91 0.43 -5.41  0.268
29 Br 2.27 2.45 6.19  0.106
30 C 1.63 2.31 4.42  -0.116
31 C 1.57 1.10 3.83  -0.205
32 C 1.12 0.92 2.41  0.067
33 C 0.67 2.22 1.77  -0.078
34 C 0.80 3.41 2.42  -0.196
35 C 1.25 3.50 3.75  -0.176
36 C 0.14 2.23 0.36  0.747
37 O 0.59 3.04 -0.43  -0.606
38 O -0.81 1.38 0.14  -0.847
39 H 1.94 0.23 4.36  0.219
40 H -0.28 -0.28 1.44  0.444
41 H 0.54 4.30 1.88  0.254
42 H 1.32 4.45 4.25  0.240
43 O -0.86 -3.86 0.39  -0.211
44 N -0.84 -3.48 -0.70  0.566
45 O -0.14 -2.72 -1.30  -0.335
46 O -2.54 -0.90 -0.26  -1.015
47 S -3.18 0.11 -1.26  1.248
48 C -2.82 -0.58 -2.91  -0.592
49 C -3.94 -1.58 -3.30  -0.416
50 C -4.77 -1.84 -2.04  -0.416
51 C -4.88 -0.47 -1.38  -0.583
52 H -1.85 -1.05 -2.83  0.239
53 H -2.73 0.26 -3.60  0.252
54 H -3.52 -2.50 -3.70  0.232
55 H -4.57 -1.13 -4.07  0.220
56 H -4.24 -2.52 -1.36  0.222
57 H -5.74 -2.28 -2.27  0.239
58 H -5.32 -0.45 -0.39  0.255
59 H -5.40 0.24 -2.03  0.237

No. 2
ORCA calculation (ωB97M-V with the def2-TZVPD basis set) on the molecule C21H23ClN2O3S in a non-equilibrium geometry.

## Properties
SMILES: O=C(CSCc1cccc(Cl)c1)N1CCN(Cc2ccc3c(c2)OCO3)CC1
ΔE to the lowest compared entry with this formula, charge and spin, kJ/mol: 197.1
Charge: 0
HOMO level, eV: -7.964
Spin multiplicity: 1

Each line ends with the natural charge from an NBO analysis.
Atoms and positions in Å:
1 O -1.61 -3.15 -1.17  -0.655
2 C -1.96 -2.01 -1.43  0.673
3 C -1.58 -1.37 -2.75  -0.611
4 S -0.03 -0.43 -2.48  0.189
5 C 1.13 -1.83 -2.15  -0.546
6 C 1.92 -1.58 -0.91  -0.037
7 C 3.26 -1.23 -0.96  -0.221
8 C 3.97 -0.99 0.20  -0.190
9 C 3.35 -1.09 1.43  -0.231
10 C 2.01 -1.44 1.48  -0.041
11 Cl 1.22 -1.56 3.01  -0.003
12 C 1.29 -1.69 0.33  -0.170
13 N -2.63 -1.24 -0.55  -0.438
14 C -3.01 0.14 -0.79  -0.245
15 C -3.77 0.68 0.42  -0.227
16 N -3.04 0.58 1.67  -0.445
17 C -2.30 1.77 2.07  -0.228
18 C -1.20 2.19 1.12  -0.053
19 C -1.48 3.03 0.05  -0.223
20 C -0.52 3.37 -0.90  -0.260
21 C 0.73 2.84 -0.74  0.229
22 C 1.04 2.02 0.35  0.308
23 C 0.09 1.68 1.29  -0.280
24 O 2.36 1.67 0.30  -0.496
25 C 2.86 2.25 -0.88  0.240
26 O 1.85 3.02 -1.50  -0.479
27 C -2.26 -0.65 1.77  -0.226
28 C -2.80 -1.71 0.82  -0.240
29 H -2.30 -0.66 -3.13  0.240
30 H -1.38 -2.15 -3.49  0.245
31 H 0.50 -2.71 -2.04  0.267
32 H 1.77 -1.93 -3.02  0.224
33 H 3.76 -1.16 -1.92  0.212
34 H 5.02 -0.73 0.15  0.216
35 H 3.89 -0.89 2.34  0.228
36 H 0.26 -1.98 0.38  0.221
37 H -2.12 0.74 -0.98  0.220
38 H -3.67 0.19 -1.67  0.197
39 H -4.71 0.13 0.53  0.195
40 H -4.03 1.73 0.24  0.213
41 H -3.03 2.58 2.18  0.203
42 H -1.88 1.56 3.06  0.206
43 H -2.47 3.44 -0.05  0.208
44 H -0.75 4.02 -1.73  0.228
45 H 0.36 1.08 2.14  0.229
46 H 3.19 1.45 -1.57  0.157
47 H 3.72 2.90 -0.64  0.159
48 H -2.32 -1.01 2.80  0.203
49 H -1.21 -0.47 1.52  0.185
50 H -2.24 -2.64 0.92  0.253
51 H -3.85 -1.92 1.02  0.197

No. 3
ORCA calculation (ωB97M-V with the def2-TZVPD basis set) on a structure of composition C21H23ClN2O5S2SiW.

## Properties
ΔE to the lowest compared entry with this formula, charge and spin, kJ/mol: 0.0
⟨S²⟩: 2.0210
Charge: 0
HOMO level (spin up / spin down), eV: -8.484 / -8.451
Spin multiplicity: 3

Each line ends with the natural charge from an NBO analysis.
Atoms and positions in Å:
1 W -0.60 -3.00 -0.44  2.035
2 C -2.87 0.15 0.40  -0.640
3 C -2.21 -1.17 0.69  0.364
4 N -0.73 -1.09 0.67  -0.177
5 N -0.14 -0.31 1.51  -0.301
6 C 1.08 -0.62 1.89  -0.174
7 S 1.84 -2.12 1.57  0.376
8 S 2.01 0.45 2.88  0.378
9 C 1.05 1.99 2.75  -0.544
10 C 1.21 2.75 1.46  -0.065
11 C 0.12 2.89 0.61  -0.206
12 C 0.24 3.64 -0.55  -0.197
13 C 1.44 4.25 -0.87  -0.213
14 C 2.53 4.11 -0.02  -0.220
15 C 2.42 3.36 1.14  -0.160
16 C -2.52 -1.81 2.04  -0.143
17 C -3.48 -1.36 2.93  -0.181
18 C -3.69 -2.02 4.13  -0.236
19 C -2.93 -3.15 4.43  -0.191
20 C -1.98 -3.61 3.55  -0.269
21 C -1.77 -2.95 2.35  0.386
22 O -0.83 -3.43 1.50  -0.700
23 H -2.66 0.88 1.18  0.215
24 H -3.95 0.00 0.34  0.235
25 H -2.51 0.52 -0.56  0.235
26 H 1.43 2.58 3.60  0.244
27 H 0.01 1.74 2.95  0.255
28 H -0.81 2.41 0.85  0.219
29 H -0.62 3.75 -1.21  0.217
30 H 1.53 4.84 -1.78  0.219
31 H 3.47 4.58 -0.27  0.218
32 H 3.27 3.25 1.80  0.206
33 H -4.06 -0.47 2.70  0.214
34 H -4.43 -1.66 4.83  0.214
35 H -3.09 -3.67 5.37  0.215
36 H -1.38 -4.49 3.76  0.227
37 O -1.23 -3.42 -2.43  -0.731
38 Cl -1.94 -4.81 -2.15  1.084
39 O -1.93 -4.74 -0.56  -0.748
40 O -2.43 -2.12 -0.31  -0.752
41 O 0.70 -4.09 -0.51  -0.581
42 C 0.73 1.62 -4.15  -1.101
43 Si 1.92 0.40 -3.37  1.595
44 C 2.81 -0.57 -4.69  -1.102
45 C 3.13 1.25 -2.23  -1.104
46 C 0.96 -0.78 -2.33  -0.464
47 C 0.33 -1.55 -1.63  -0.304
48 H 1.27 2.35 -4.76  0.234
49 H 0.18 2.16 -3.38  0.238
50 H 0.01 1.10 -4.78  0.244
51 H 3.40 0.09 -5.33  0.234
52 H 2.10 -1.10 -5.33  0.243
53 H 3.48 -1.30 -4.25  0.243
54 H 3.71 2.01 -2.77  0.233
55 H 3.83 0.53 -1.81  0.241
56 H 2.61 1.74 -1.41  0.245

No. 4
ORCA calculation (ωB97M-V with the def2-TZVPD basis set) on a structure of composition C21H23CrN4O5SSi.

## Properties
⟨S²⟩: 6.0381
Charge: -1
HOMO level (spin up / spin down), eV: -2.834 / -4.196
Spin multiplicity: 5

Each line ends with the natural charge from an NBO analysis.
Atoms and positions in Å:
1 Cr -0.07 1.20 -0.18  1.302
2 O 3.05 0.14 2.29  -0.680
3 C 2.17 0.38 1.30  0.690
4 O 1.05 0.90 1.58  -0.690
5 C 2.54 0.04 0.00  -0.008
6 C 3.71 -0.60 -0.49  -0.224
7 C 3.82 -0.82 -1.84  -0.191
8 C 2.80 -0.40 -2.75  -0.300
9 C 1.69 0.20 -2.22  0.133
10 N 1.57 0.39 -0.91  -0.480
11 C 0.52 0.81 -2.97  0.766
12 O 0.44 0.70 -4.18  -0.637
13 O -0.30 1.46 -2.18  -0.730
14 H 2.58 0.38 3.10  0.491
15 H 4.48 -0.90 0.21  0.220
16 H 4.71 -1.31 -2.22  0.203
17 H 2.86 -0.54 -3.82  0.231
18 C -3.30 1.38 -1.14  -0.644
19 C -2.76 -0.03 -1.02  0.291
20 C -3.55 -1.06 -1.47  -0.364
21 C -3.08 -2.38 -1.36  -0.144
22 C -1.89 -2.64 -0.75  -0.330
23 C -1.09 -1.57 -0.20  0.457
24 N -1.54 -0.25 -0.43  -0.596
25 N 0.04 -1.71 0.45  -1.081
26 Si 0.83 -3.15 0.88  1.828
27 C 1.58 -4.04 -0.58  -1.143
28 C -0.25 -4.39 1.80  -1.133
29 C 2.23 -2.75 2.03  -1.128
30 H -4.20 1.36 -1.74  0.202
31 H -2.58 2.04 -1.61  0.243
32 H -3.54 1.77 -0.15  0.218
33 H -4.50 -0.84 -1.93  0.200
34 H -3.67 -3.20 -1.76  0.196
35 H -1.51 -3.65 -0.67  0.203
36 H 0.80 -4.43 -1.26  0.225
37 H 2.21 -4.88 -0.26  0.218
38 H 2.20 -3.34 -1.17  0.242
39 H -0.89 -4.98 1.13  0.221
40 H -0.91 -3.86 2.51  0.232
41 H 0.38 -5.09 2.37  0.219
42 H 3.02 -2.17 1.53  0.238
43 H 2.67 -3.68 2.42  0.215
44 H 1.87 -2.15 2.88  0.227
45 O -1.42 2.22 0.89  -0.579
46 N -1.36 3.54 1.06  0.002
47 C -2.39 4.09 1.72  0.047
48 C -2.46 5.43 1.94  -0.294
49 C -1.42 6.24 1.46  -0.183
50 C -0.38 5.66 0.80  -0.231
51 C -0.31 4.26 0.59  0.034
52 S 0.98 3.46 -0.19  -0.099
53 H -3.14 3.37 2.04  0.232
54 H -3.30 5.84 2.48  0.221
55 H -1.44 7.31 1.60  0.214
56 H 0.44 6.25 0.41  0.230